(1)
This record from OMol25 describes a 2-piece molecular cluster, C3H13N2 overall in a non-equilibrium geometry. The level of theory is ωB97M-V/def2-TZVPD.

- HOMO level (spin up / spin down) (eV) = -19.879 / -19.870
- gap between HOMO and LUMO (spin up / spin down) (eV) = 11.953 / 5.564
- expectation value of S² = 0.75
- multiplicity = 2
- charge = +2
- ΔE to the lowest compared entry with this formula, charge and spin (kcal/mol) = 35.1

Each atom is followed by the atoms it is bonded to, with distances in Å.
CARTESIAN COORDINATES (ANGSTROEM)
1 C -1.889 1.230 1.487  N2 1.508, H3 1.097, H4 1.079, H5 1.148
2 N -0.465 1.532 1.095  C1 1.508, H7 1.061, H8 1.049
3 H -2.183 0.174 1.478  C1 1.097
4 H -1.889 1.599 2.500  C1 1.079
5 H -2.743 1.645 0.841  C1 1.148
6 H -0.227 0.610 -0.515  N11 1.060
7 H 0.132 1.480 1.971  N2 1.061
8 H -0.437 2.538 0.796  N2 1.049
9 C 1.268 -2.030 -0.526  C10 1.486, H12 1.112, H13 1.046, H14 1.168
10 C 1.431 -0.642 -1.032  C9 1.486, N11 1.477, H15 1.150, H16 1.178
11 N 0.120 -0.016 -1.296  H6 1.060, C10 1.477, H17 1.061, H18 1.054
12 H 0.732 -2.714 -1.219  C9 1.112
13 H 2.156 -2.402 -0.117  C9 1.046
14 H 0.628 -2.064 0.451  C9 1.168
15 H 1.881 0.031 -0.216  C10 1.150
16 H 2.053 -0.760 -2.026  C10 1.178
17 H 0.149 0.435 -2.257  N11 1.061
18 H -0.716 -0.648 -1.414  N11 1.054

(2)
This record from OMol25 describes a 2-piece molecular cluster, C3H13N2O overall in a non-equilibrium geometry. The level of theory is ωB97M-V/def2-TZVPD.

- HOMO level (eV) = -14.289
- gap between HOMO and LUMO (eV) = 11.439
- multiplicity = 1
- charge = +1
- ΔE to the lowest compared entry with this formula, charge and spin (kcal/mol) = 24.6

Each atom is followed by the atoms it is bonded to, with distances in Å.
CARTESIAN COORDINATES (ANGSTROEM)
1 C 2.028 0.409 -0.997  C2 1.545, N5 1.463, H6 1.117, H7 1.103
2 C 1.066 -0.737 -1.382  C1 1.545, C3 1.549, H8 1.105, H9 1.092
3 C 0.072 -0.998 -0.223  C2 1.549, N4 1.515, H10 1.097, H11 1.093
4 N -0.744 0.225 0.141  C3 1.515, H12 1.016, H14 1.014
5 N 1.213 1.621 -0.897  C1 1.463, H13 1.219, H15 1.019, H16 1.021
6 H 2.384 0.103 0.016  C1 1.117
7 H 2.933 0.462 -1.626  C1 1.103
8 H 1.525 -1.730 -1.536  C2 1.105
9 H 0.621 -0.450 -2.337  C2 1.092
10 H 0.423 -1.411 0.732  C3 1.097
11 H -0.624 -1.823 -0.395  C3 1.093
12 H -0.814 0.301 1.153  N4 1.016
13 H 0.263 1.207 -0.255  N5 1.219
14 H -1.626 0.544 -0.241  N4 1.014
15 H 1.700 2.420 -0.495  N5 1.019
16 H 0.839 1.977 -1.778  N5 1.021
17 H -4.370 -0.472 3.024  O19 0.963
18 H -3.472 -1.048 3.973  O19 0.962
19 O -3.420 -0.599 3.124  H17 0.963, H18 0.962

(3)
This record from OMol25 describes a 3-piece molecular cluster, C3H13N2O3 overall in a non-equilibrium geometry. The level of theory is ωB97M-V/def2-TZVPD.

- HOMO level (eV) = -14.498
- gap between HOMO and LUMO (eV) = 6.227
- multiplicity = 1
- charge = +1
- ΔE to the lowest compared entry with this formula, charge and spin (kcal/mol) = 136.1

Each atom is followed by the atoms it is bonded to, with distances in Å.
CARTESIAN COORDINATES (ANGSTROEM)
1 C 0.150 1.014 1.951  C2 1.487, N6 1.503, H7 1.123, H8 1.069
2 C -0.135 1.651 0.638  C1 1.487, C3 1.454, H10 1.098
3 C 0.239 1.187 -0.688  C2 1.454, N4 1.438, O5 1.497, H9 1.089
4 N -0.106 1.993 -1.828  C3 1.438, H11 1.029, H12 1.018
5 O -0.362 -0.132 -1.063  C3 1.497, H14 0.970
6 N -0.347 -0.341 2.371  C1 1.503, H13 1.019, H15 1.026
7 H 1.229 1.027 2.263  C1 1.123
8 H -0.285 1.674 2.671  C1 1.069
9 H 1.301 0.948 -0.708  C3 1.089
10 H -0.997 2.329 0.583  C2 1.098
11 H -1.114 2.181 -1.739  N4 1.029
12 H 0.300 2.925 -1.855  N4 1.018
13 H -1.207 -0.345 2.918  N6 1.019
14 H -1.272 -0.168 -0.728  O5 0.970
15 H -0.465 -1.047 1.636  N6 1.026
16 H 0.766 -2.588 -3.062  O18 0.964
17 H 0.655 -1.280 -2.136  O18 0.965
18 O 1.028 -2.165 -2.237  H16 0.964, H17 0.965
19 H 0.127 -2.801 -0.430  O21 0.965
20 H 0.631 -3.218 0.944  O21 0.963
21 O -0.136 -2.844 0.498  H19 0.965, H20 0.963

(4)
This record from OMol25 describes a 3-piece molecular cluster, C3H13N2O3 overall in a non-equilibrium geometry. The level of theory is ωB97M-V/def2-TZVPD.

- HOMO level (eV) = -14.157
- gap between HOMO and LUMO (eV) = 6.401
- multiplicity = 1
- charge = +1
- ΔE to the lowest compared entry with this formula, charge and spin (kcal/mol) = 131.9

Each atom is followed by the atoms it is bonded to, with distances in Å.
CARTESIAN COORDINATES (ANGSTROEM)
1 C 0.092 0.348 2.184  C2 1.497, N6 1.429, H7 1.168, H8 1.045
2 C 1.074 -0.440 1.375  C1 1.497, C3 1.476, H10 1.113
3 C 0.692 -1.124 0.124  C2 1.476, N4 1.439, O5 1.444, H9 1.108
4 N 1.684 -2.010 -0.424  C3 1.439, H11 1.048, H12 0.995
5 O 0.336 -0.051 -0.774  C3 1.444, H14 0.976
6 N -0.170 1.661 1.685  C1 1.429, H13 1.018, H15 1.017
7 H -0.934 -0.202 2.093  C1 1.168
8 H 0.332 0.387 3.201  C1 1.045
9 H -0.264 -1.655 0.302  C3 1.108
10 H 2.107 -0.453 1.789  C2 1.113
11 H 2.574 -1.527 -0.692  N4 1.048
12 H 1.946 -2.757 0.180  N4 0.995
13 H 0.351 2.516 1.870  N6 1.018
14 H 1.113 0.469 -0.496  O5 0.976
15 H -0.357 1.590 0.688  N6 1.017
16 H -1.960 -1.221 -3.416  O18 0.936
17 H -0.679 -0.621 -2.723  O18 1.012
18 O -1.683 -0.553 -2.822  H16 0.936, H17 1.012
19 H -1.579 1.287 -1.610  O21 0.996
20 H -2.778 2.268 -1.425  O21 0.953
21 O -1.896 2.088 -1.110  H19 0.996, H20 0.953

(5)
This record from OMol25 describes a 2-piece molecular cluster, C3H13N2O4P2 overall in a non-equilibrium geometry. The level of theory is ωB97M-V/def2-TZVPD.

- HOMO level (eV) = -12.626
- gap between HOMO and LUMO (eV) = 8.340
- multiplicity = 1
- charge = +1
- ΔE to the lowest compared entry with this formula, charge and spin (kcal/mol) = 10.7

Each atom is followed by the atoms it is bonded to, with distances in Å.
CARTESIAN COORDINATES (ANGSTROEM)
1 N 3.431 1.048 0.780  C2 1.402, H11 1.013, H12 1.013
2 C 2.040 1.073 0.612  N1 1.402, O3 1.179, C4 1.548
3 O 1.466 2.102 0.596  C2 1.179
4 C 1.281 -0.273 0.507  C2 1.548, C5 1.552, H13 1.103, H14 1.102
5 C -0.117 -0.181 1.175  C4 1.552, P6 1.872, H15 1.101, H16 1.102
6 P -1.566 -0.416 0.015  C5 1.872, P7 2.194, H17 1.421
7 P -2.645 1.494 0.048  P6 2.194, O8 1.463, O9 1.617, O10 1.626
8 O -1.884 2.537 0.737  P7 1.463
9 O -4.106 1.349 0.726  P7 1.617, H18 0.975
10 O -2.803 1.939 -1.509  P7 1.626, H19 0.972
11 H 3.939 0.686 -0.019  N1 1.013
12 H 3.786 1.939 1.103  N1 1.013
13 H 1.263 -0.538 -0.563  C4 1.103
14 H 1.878 -1.018 1.057  C4 1.102
15 H -0.185 -0.966 1.944  C5 1.101
16 H -0.242 0.792 1.678  C5 1.102
17 H -2.481 -1.333 0.600  P6 1.421
18 H -3.953 1.709 1.619  O9 0.975
19 H -1.886 2.016 -1.824  O10 0.972
20 N 0.558 -2.793 -1.857  H21 1.022, H22 1.023, H23 1.023, H24 1.032
21 H 1.328 -2.266 -2.274  N20 1.022
22 H -0.176 -2.936 -2.556  N20 1.023
23 H 0.903 -3.700 -1.533  N20 1.023
24 H 0.170 -2.263 -1.062  N20 1.032

(6)
This record from OMol25 describes a 2-piece molecular cluster, C3H13N3 overall in a non-equilibrium geometry. The level of theory is ωB97M-V/def2-TZVPD.

- HOMO level (eV) = -9.135
- gap between HOMO and LUMO (eV) = 10.083
- multiplicity = 1
- SMILES = CCN.NCN
- ΔE to the lowest compared entry with this formula, charge and spin (kcal/mol) = 9.7

Each atom is followed by the atoms it is bonded to, with distances in Å.
CARTESIAN COORDINATES (ANGSTROEM)
1 C -2.056 1.381 -0.300  C2 1.533, H4 1.089, H5 1.085, H6 1.096
2 C -2.436 -0.023 0.185  C1 1.533, N3 1.455, H7 1.097, H8 1.099
3 N -1.430 -1.008 -0.187  C2 1.455, H9 1.009, H10 0.991
4 H -1.940 1.315 -1.381  C1 1.089
5 H -2.734 2.113 0.126  C1 1.085
6 H -1.076 1.663 0.102  C1 1.096
7 H -2.361 0.101 1.272  C2 1.097
8 H -3.444 -0.323 -0.135  C2 1.099
9 H -1.601 -1.926 0.194  N3 1.009
10 H -1.234 -0.982 -1.158  N3 0.991
11 N 1.496 -0.509 1.159  C12 1.465, H14 1.023, H15 1.016
12 C 1.585 -0.190 -0.268  N11 1.465, N13 1.451, H16 1.098, H17 1.087
13 N 2.917 0.185 -0.701  C12 1.451, H18 1.016, H19 1.018
14 H 1.683 0.375 1.640  N11 1.023
15 H 0.503 -0.630 1.336  N11 1.016
16 H 1.342 -1.075 -0.871  C12 1.098
17 H 0.912 0.600 -0.591  C12 1.087
18 H 3.151 1.157 -0.518  N13 1.016
19 H 3.610 -0.275 -0.114  N13 1.018

(7)
This record from OMol25 describes a 2-piece molecular cluster, C3H13N3 overall in a non-equilibrium geometry. The level of theory is ωB97M-V/def2-TZVPD.

- HOMO level (eV) = -8.399
- gap between HOMO and LUMO (eV) = 9.424
- multiplicity = 1
- SMILES = CCNN.CN
- ΔE to the lowest compared entry with this formula, charge and spin (kcal/mol) = 37.0

Each atom is followed by the atoms it is bonded to, with distances in Å.
CARTESIAN COORDINATES (ANGSTROEM)
1 C -1.373 1.697 -0.258  C2 1.519, H5 1.095, H6 1.096, H7 1.095
2 C -0.271 1.319 0.715  C1 1.519, N3 1.556, H8 1.095, H9 1.096
3 N 1.104 1.382 -0.013  C2 1.556, N4 1.428, H10 1.023
4 N 2.108 1.142 0.973  N3 1.428, H11 1.024, H12 1.025
5 H -1.159 1.377 -1.284  C1 1.095
6 H -1.519 2.782 -0.287  C1 1.096
7 H -2.318 1.227 0.033  C1 1.095
8 H -0.443 0.314 1.114  C2 1.095
9 H -0.286 2.002 1.572  C2 1.096
10 H 1.219 0.808 -0.851  N3 1.023
11 H 2.048 0.220 1.414  N4 1.024
12 H 3.070 1.212 0.627  N4 1.025
13 C -0.441 -1.854 -0.966  N14 1.449, H15 1.093, H16 1.093, H17 1.119
14 N 0.206 -2.757 -0.035  C13 1.449, H18 1.017, H19 1.020
15 H -0.437 -2.277 -1.974  C13 1.093
16 H -1.477 -1.662 -0.675  C13 1.093
17 H 0.112 -0.880 -0.973  C13 1.119
18 H -0.259 -3.662 -0.046  N14 1.017
19 H 0.117 -2.392 0.913  N14 1.020

(8)
This record from OMol25 describes a 2-piece molecular cluster, C3H13N3 overall in a non-equilibrium geometry. The level of theory is ωB97M-V/def2-TZVPD.

- HOMO level (eV) = -8.539
- gap between HOMO and LUMO (eV) = 9.491
- multiplicity = 1
- SMILES = CNC.NCN
- ΔE to the lowest compared entry with this formula, charge and spin (kcal/mol) = 29.4

Each atom is followed by the atoms it is bonded to, with distances in Å.
CARTESIAN COORDINATES (ANGSTROEM)
1 C -2.744 -0.924 -0.297  N2 1.437, H4 1.165, H5 1.114, H6 1.107
2 N -1.623 -0.173 0.196  C1 1.437, C3 1.425, H7 1.010
3 C -1.448 1.138 -0.334  N2 1.425, H8 1.120, H9 1.106, H10 1.103
4 H -2.779 -0.626 -1.422  C1 1.165
5 H -3.675 -0.778 0.298  C1 1.114
6 H -2.550 -2.013 -0.253  C1 1.107
7 H -1.545 -0.234 1.202  N2 1.010
8 H -2.438 1.635 -0.500  C3 1.120
9 H -0.847 1.848 0.265  C3 1.106
10 H -1.078 1.052 -1.369  C3 1.103
11 N 1.693 -1.237 -0.294  C12 1.466, H14 0.980, H15 0.946
12 C 2.340 -0.159 0.460  N11 1.466, N13 1.483, H16 1.098, H17 1.074
13 N 2.013 1.287 0.398  C12 1.483, H18 1.012, H19 1.013
14 H 1.620 -1.228 -1.271  N11 0.980
15 H 0.918 -1.583 0.125  N11 0.946
16 H 3.411 -0.324 0.277  C12 1.098
17 H 2.271 -0.303 1.522  C12 1.074
18 H 1.038 1.474 0.599  N13 1.012
19 H 2.187 1.601 -0.549  N13 1.013